Entry 1:
Computed, not measured: a 2-piece molecular cluster, C5H10N2O overall at a distorted geometry, with ωB97M-V with the def2-TZVPD basis set.

Values from the calculation:
**Max |F|**: 3.466 eV/A
**Calculated total energy**: -10371.125 eV
**Orbital gap**: 0.2866 hartree
**SMILES**: N[C@H]1NC1=O.C=CC
**LUMO**: 0.0 eV
**Relative energy (zero: lowest compared OMol25 entry of this formula, charge and spin)**: 403.3 kJ/mol

ORCA input file:
```
! RIJCOSX wB97M-V def2-TZVPD def2/J DEFGRID3
* xyz 0 1
N 2.43192 -0.04219 1.33111
C 1.24504 -0.08607 0.60742
N 1.19853 0.48426 -0.71712
C 0.88193 -0.89900 -0.69982
O 1.32031 -1.82371 -1.35169
H 3.25224 -0.44821 0.91289
H 2.35864 -0.25467 2.30814
H 0.29623 0.08364 1.16139
H 2.03033 0.82526 -1.18089
C -1.18989 -1.05682 -0.55975
C -1.69152 -0.03812 0.23275
C -1.85978 1.35445 -0.26045
H -1.28491 -2.07686 -0.21102
H -1.33417 -0.95067 -1.63002
H -2.00029 -0.25028 1.24939
H -2.12325 1.38741 -1.32493
H -0.90551 1.90186 -0.16891
H -2.62586 1.88971 0.30148
*
```

Quick look at the natural (NBO) charges, all values in e: atom 1 (N): -0.82, atom 2 (C): 0.08, atom 3 (N): -0.67, atom 4 (C): 0.60, atom 5 (O): -0.61, atom 6 (H): 0.39, atom 7 (H): 0.39, atom 8 (H): 0.19, atom 9 (H): 0.38, atom 10 (C): -0.48, atom 11 (C): -0.11, atom 12 (C): -0.68, atom 13 (H): 0.23, atom 14 (H): 0.23, atom 15 (H): 0.20, atom 16 (H): 0.22, atom 17 (H): 0.24, atom 18 (H): 0.22

=====

Entry 2:
Computed, not measured: C20H23ClN2V as an isolated structure at a distorted geometry, with ωB97M-V with the def2-TZVPD basis set.

Values from the calculation:
**Max |F|**: 1.920 eV/A
**Calculated total energy**: -62300.467 eV
**⟨S²⟩**: 3.790
**Orbital gap (alpha / beta)**: 0.2023 / 0.2525 hartree
**LUMO (alpha / beta)**: -0.6 / -0.8 eV
**Relative energy (zero: lowest compared OMol25 entry of this formula, charge and spin)**: 43.3 kJ/mol

ORCA input file:
```
! RIJCOSX wB97M-V def2-TZVPD def2/J DEFGRID3
* xyz 0 4
C -5.54700 0.29920 0.34430
C -5.54700 1.60190 -0.46140
H -5.73520 -0.56590 -0.30080
H -6.32210 0.31170 1.11830
H -4.58370 0.14030 0.84110
H -4.67240 1.66190 -1.11840
H -6.44080 1.67950 -1.09000
H -5.52780 2.47620 0.19830
C 1.07440 -2.93950 0.11630
C 1.94070 -3.98490 -0.18230
C 3.02890 -3.73860 -1.01800
C 3.21080 -2.45690 -1.52410
H 0.20670 -3.06100 0.76050
H 1.75940 -4.96950 0.23560
H 3.72620 -4.53080 -1.27270
H 4.05090 -2.24520 -2.17560
N 1.24660 -1.69990 -0.37070
C 2.30320 -1.44760 -1.18590
C 2.41210 -0.06300 -1.67130
N 1.44150 0.79980 -1.24740
C 1.49000 2.08100 -1.66010
C 3.47950 1.69450 -2.93750
C 2.48340 2.56600 -2.49840
H 0.69520 2.72000 -1.29290
H 2.46940 3.60880 -2.79660
C 3.43700 0.37150 -2.51680
H 4.19940 -0.32600 -2.84360
H 4.27300 2.03760 -3.59370
V 0.00000 0.00000 0.00000
C -1.02000 1.75570 0.19400
H -1.31830 2.05080 -0.82060
H -0.31060 2.47740 0.61980
H -1.90310 1.69490 0.82960
Cl 0.32630 2.71510 4.36350
C 0.44900 0.97010 4.63330
C 0.48390 0.53380 5.95120
C 0.55460 -0.82660 6.23710
C 0.59070 -1.75760 5.19060
C 0.54480 -1.33300 3.84980
C 0.47070 0.03440 3.55520
C 0.35090 0.60000 2.15900
H 0.44250 1.25810 6.76160
H 0.57630 -1.14880 7.26810
H 0.64220 -2.80810 5.42930
H 0.55300 -2.06350 3.05490
H -0.57970 1.14260 2.38090
H 1.19480 1.31210 2.04950
*
```

Quick look at the natural (NBO) charges, all values in e: atom 1 (C): -0.61, atom 2 (C): -0.61, atom 3 (H): 0.20, atom 4 (H): 0.20, atom 5 (H): 0.20, atom 6 (H): 0.20, atom 7 (H): 0.20, atom 8 (H): 0.21, atom 9 (C): 0.05, atom 10 (C): -0.24, atom 11 (C): -0.18, atom 12 (C): -0.22, atom 13 (H): 0.21, atom 14 (H): 0.23, atom 15 (H): 0.22, atom 16 (H): 0.22, atom 17 (N): -0.54, atom 18 (C): 0.21, atom 19 (C): 0.14, atom 20 (N): -0.52, atom 21 (C): 0.07, atom 22 (C): -0.16, atom 23 (C): -0.25, atom 24 (H): 0.23, atom 25 (H): 0.23, atom 26 (C): -0.21, atom 27 (H): 0.22, atom 28 (H): 0.23, atom 29 (V): 1.27, atom 30 (C): -1.19, atom 31 (H): 0.17, atom 32 (H): 0.22, atom 33 (H): 0.21, atom 34 (Cl): -0.03, atom 35 (C): -0.03, atom 36 (C): -0.23, atom 37 (C): -0.24, atom 38 (C): -0.22, atom 39 (C): -0.17, atom 40 (C): -0.04, atom 41 (C): -0.89, atom 42 (H): 0.22, atom 43 (H): 0.21, atom 44 (H): 0.20, atom 45 (H): 0.19, atom 46 (H): 0.21, atom 47 (H): 0.21

=====

Entry 3:
Computed, not measured: a 8-piece molecular cluster, C4H27N3O8 overall at a distorted geometry, with ωB97M-V with the def2-TZVPD basis set.

Values from the calculation:
**Max |F|**: 2.545 eV/A
**Calculated total energy**: -25435.352 eV
**Orbital gap**: 0.3074 hartree
**SMILES**: NCN[C@@H](CN)CO.O.O.O.O.O.O.O
**LUMO**: 0.2 eV
**Relative energy (zero: lowest compared OMol25 entry of this formula, charge and spin)**: 266.7 kJ/mol

ORCA input file:
```
! RIJCOSX wB97M-V def2-TZVPD def2/J DEFGRID3
* xyz 0 1
N -0.38214 1.76378 3.85099
C 0.83932 1.98550 3.16983
N 0.66368 2.42488 1.77901
C 0.24432 1.52337 0.70736
C 0.26498 2.30235 -0.63622
N -1.05143 2.33932 -1.31660
C 1.06997 0.20865 0.74408
O 0.22190 -0.89964 1.17779
H -1.01186 2.58578 3.82416
H -0.93516 1.00181 3.50381
H 1.47118 1.10576 3.09841
H 1.40378 2.80912 3.58389
H 1.07783 3.31992 1.51570
H -0.78405 1.30821 0.96648
H 1.07107 1.90032 -1.25063
H 0.54997 3.33463 -0.45275
H -1.52992 1.52126 -0.97072
H -1.58542 3.16263 -1.10482
H 1.43333 -0.09168 -0.23973
H 1.82228 0.16569 1.52314
H -0.35125 -1.20353 0.47094
O 2.38292 0.45426 -2.47270
H 2.50788 -0.30535 -3.13608
H 3.27754 0.76978 -2.28174
O -0.36314 -0.52412 -2.70136
H 0.49092 -0.19879 -2.41514
H -0.73580 0.17703 -3.18565
O -3.45937 -0.83444 -0.12565
H -3.26350 -1.40315 -0.87644
H -4.34819 -1.15353 0.10818
O -2.08487 -1.53040 2.92655
H -1.38434 -2.00859 2.48992
H -2.08914 -1.38165 3.89537
O 2.29810 -2.09964 -3.15147
H 3.16405 -2.33634 -2.82153
H 1.70947 -2.27428 -2.41727
O -2.04485 -2.35038 -1.72791
H -1.42047 -1.69935 -2.14870
H -2.39785 -2.87312 -2.44910
O 1.55742 -2.62982 -0.62045
H 2.32466 -3.14914 -0.40975
H 1.58008 -1.94343 0.11239
*
```

Quick look at the natural (NBO) charges, all values in e: atom 1 (N): -0.85, atom 2 (C): -0.05, atom 3 (N): -0.68, atom 4 (C): -0.10, atom 5 (C): -0.22, atom 6 (N): -0.85, atom 7 (C): -0.10, atom 8 (O): -0.77, atom 9 (H): 0.36, atom 10 (H): 0.37, atom 11 (H): 0.16, atom 12 (H): 0.18, atom 13 (H): 0.37, atom 14 (H): 0.20, atom 15 (H): 0.20, atom 16 (H): 0.18, atom 17 (H): 0.37, atom 18 (H): 0.36, atom 19 (H): 0.18, atom 20 (H): 0.19, atom 21 (H): 0.48, atom 22 (O): -1.01, atom 23 (H): 0.51, atom 24 (H): 0.48, atom 25 (O): -0.97, atom 26 (H): 0.50, atom 27 (H): 0.49, atom 28 (O): -0.97, atom 29 (H): 0.49, atom 30 (H): 0.46, atom 31 (O): -0.98, atom 32 (H): 0.50, atom 33 (H): 0.48, atom 34 (O): -0.96, atom 35 (H): 0.46, atom 36 (H): 0.51, atom 37 (O): -0.99, atom 38 (H): 0.51, atom 39 (H): 0.47, atom 40 (O): -0.96, atom 41 (H): 0.47, atom 42 (H): 0.50

=====

- What is the calculated total energy in the second record?
  -62300.467 eV